<one>
Computed, not measured: the molecule Br5HSi2, with ωB97M-V with the def2-TZVPD basis set.

Summary:
SMILES = Br[SiH](Br)[Si](Br)(Br)Br

Last column: natural (NBO) charge in e.
CARTESIAN COORDINATES (ANGSTROEM)
1 Br -1.928 0.095 -1.969  -0.267
2 Br -1.388 2.873 -0.072  -0.262
3 Br 1.540 -1.523 -1.814  -0.248
4 Br 1.557 -1.810 1.807  -0.279
5 Br -2.524 -0.309 1.665  -0.245
6 Si 1.332 -0.421 0.070  0.675
7 Si -1.197 0.618 0.060  0.728
8 H 2.607 0.477 0.253  -0.102


<two>
Computed, not measured: a cluster of 2 separate species, Br5HSi2 in total, with ωB97M-V with the def2-TZVPD basis set.

Last column: natural (NBO) charge in e.
CARTESIAN COORDINATES (ANGSTROEM)
1 Br -3.118 -2.508 3.877  -0.002
2 Br 2.661 2.193 -0.030  -0.288
3 Br -1.546 -1.743 -0.057  -0.270
4 Br 1.600 -1.747 -1.628  -0.235
5 Br -0.624 0.670 -2.684  -0.261
6 Si 0.855 1.162 0.735  0.538
7 Si 0.098 -0.402 -0.843  0.672
8 H 0.073 2.375 0.630  -0.155


The structure with the least stability is <two>.


<one>
Computed, not measured: a cluster of 2 separate species, C7H12 in total, with ωB97M-V with the def2-TZVPD basis set.

Summary:
SMILES = C1CCCC1.C#C

Last column: natural (NBO) charge in e.
CARTESIAN COORDINATES (ANGSTROEM)
1 C 0.158 0.589 -0.116  -0.363
2 C 2.580 0.466 0.278  -0.240
3 C 2.425 -0.413 -0.531  -0.266
4 C -1.272 1.255 -0.178  -0.404
5 C -1.118 -1.233 -0.080  -0.409
6 C -2.166 -0.039 -0.016  -0.407
7 C 0.068 -0.649 0.616  -0.422
8 H 0.926 -1.207 0.505  0.226
9 H -1.483 2.056 0.674  0.193
10 H 0.672 0.349 -1.134  0.202
11 H -1.393 -2.161 0.416  0.205
12 H 2.678 1.015 1.132  0.227
13 H -0.307 -0.404 1.684  0.196
14 H 2.058 -1.170 -1.228  0.249
15 H -1.477 1.770 -1.042  0.201
16 H -2.688 0.068 0.918  0.204
17 H -1.071 -1.487 -1.092  0.200
18 H 0.945 1.241 0.232  0.204
19 H -2.912 0.065 -0.896  0.205


<two>
Computed, not measured: the molecule C7H12, with ωB97M-V with the def2-TZVPD basis set.

Summary:
SMILES = C=C1[C@@H](C)C1(C)C

Last column: natural (NBO) charge in e.
CARTESIAN COORDINATES (ANGSTROEM)
1 C 0.603 0.035 0.172  -0.048
2 C -1.420 -1.914 -0.168  -0.424
3 C 2.043 -0.521 -0.194  -0.612
4 C 0.602 0.583 1.554  -0.618
5 C -0.343 0.372 -1.004  -0.274
6 C -0.630 -0.896 -0.258  0.038
7 C -1.428 1.336 -0.771  -0.611
8 H -2.167 1.135 -1.599  0.212
9 H -2.277 -1.904 -0.893  0.203
10 H 0.876 -0.018 2.410  0.222
11 H 2.227 -0.807 -1.175  0.210
12 H 0.200 0.484 -1.917  0.228
13 H -1.875 1.060 0.210  0.212
14 H -1.277 -2.707 0.565  0.211
15 H -1.328 2.462 -0.745  0.215
16 H 2.526 -1.250 0.445  0.214
17 H -0.427 0.875 1.828  0.213
18 H 2.797 0.218 -0.062  0.204
19 H 1.296 1.458 1.603  0.206


<three>
Computed, not measured: the molecule C7H12, with ωB97M-V with the def2-TZVPD basis set.

Summary:
SMILES = C=C=C[C@@H](C)CC

Last column: natural (NBO) charge in e.
CARTESIAN COORDINATES (ANGSTROEM)
1 C 0.020 -0.006 -0.971  -0.281
2 C -0.466 -0.983 1.371  -0.098
3 C -0.804 -0.834 0.028  -0.184
4 C -1.196 -0.977 2.491  -0.419
5 C 0.308 1.430 -0.403  -0.399
6 C 1.641 1.263 0.378  -0.619
7 C 0.052 -0.363 -2.432  -0.606
8 H 0.597 -0.726 -0.325  0.295
9 H -1.033 -1.509 3.428  0.201
10 H -2.035 -0.279 2.519  0.188
11 H -0.508 1.648 0.289  0.210
12 H 1.054 -0.310 -2.909  0.216
13 H 1.330 0.944 1.395  0.226
14 H -1.546 -1.570 -0.320  0.228
15 H 2.281 0.518 -0.066  0.202
16 H 2.255 2.162 0.297  0.208
17 H -0.353 -1.408 -2.491  0.214
18 H -0.572 0.337 -3.020  0.209
19 H 0.361 2.203 -1.163  0.209


The structure with the least stability is <one>.


<one>
Computed, not measured: the molecule C7H12, with ωB97M-V with the def2-TZVPD basis set.

Summary:
SMILES = C=CC(C)=C(C)C

Last column: natural (NBO) charge in e.
CARTESIAN COORDINATES (ANGSTROEM)
1 C -1.144 -2.151 -0.305  -0.396
2 C -0.249 0.751 -1.977  -0.638
3 C 1.690 1.332 0.491  -0.651
4 C -1.362 -0.816 -0.318  -0.183
5 C 0.452 0.499 0.452  0.048
6 C 0.039 -0.226 1.850  -0.650
7 C -0.290 0.143 -0.605  -0.071
8 H 0.429 0.183 -2.622  0.221
9 H 0.080 1.795 -1.947  0.215
10 H -1.238 0.741 -2.448  0.218
11 H 2.537 0.726 0.832  0.221
12 H 1.947 1.736 -0.494  0.219
13 H -2.368 -0.404 -0.311  0.201
14 H -0.149 -2.563 -0.434  0.194
15 H -0.935 -0.667 2.074  0.230
16 H 0.118 0.568 2.601  0.199
17 H 1.568 2.163 1.192  0.217
18 H 0.819 -0.963 2.055  0.209
19 H -1.943 -2.849 -0.086  0.195


<two>
Computed, not measured: a cluster of 2 separate species, C7H12 in total, with ωB97M-V with the def2-TZVPD basis set.

Summary:
SMILES = CC1=CC1.C=CC

Last column: natural (NBO) charge in e.
CARTESIAN COORDINATES (ANGSTROEM)
1 C -0.300 -0.888 -2.163  -0.655
2 C -0.725 0.397 1.438  0.054
3 C 1.142 -0.713 -1.783  -0.173
4 C 1.618 0.322 -1.096  -0.410
5 C -0.574 -1.074 1.436  -0.660
6 C -1.388 1.484 1.209  -0.215
7 C -0.078 1.664 1.919  -0.436
8 H 1.829 -1.493 -2.114  0.193
9 H -1.365 -1.561 0.858  0.223
10 H -0.614 -1.445 2.467  0.231
11 H -2.272 1.984 0.844  0.222
12 H 2.674 0.413 -0.854  0.200
13 H -0.440 -0.741 -3.241  0.221
14 H 0.787 2.075 1.386  0.171
15 H -0.062 1.886 2.991  0.172
16 H 0.397 -1.357 1.016  0.240
17 H -0.654 -1.900 -1.931  0.213
18 H -0.936 -0.170 -1.633  0.217
19 H 0.961 1.118 -0.751  0.194


<three>
Computed, not measured: the molecule C7H12, with ωB97M-V with the def2-TZVPD basis set.

Summary:
SMILES = C[C@H]1[C@H]2CCC[C@@H]12

Last column: natural (NBO) charge in e.
CARTESIAN COORDINATES (ANGSTROEM)
1 C -1.154 -0.552 -0.468  -0.226
2 C -1.901 0.233 0.581  -0.615
3 C 0.193 -1.206 -0.384  -0.218
4 C 0.725 1.200 -0.718  -0.412
5 C -0.032 -0.008 -1.302  -0.235
6 C 1.377 0.649 0.689  -0.409
7 C 1.222 -0.884 0.656  -0.412
8 H 0.738 1.058 1.481  0.198
9 H -1.272 0.901 1.175  0.205
10 H 0.852 -1.355 1.572  0.209
11 H -2.403 -0.457 1.267  0.212
12 H 0.216 -2.257 -0.672  0.216
13 H -2.666 0.844 0.089  0.212
14 H 2.171 -1.374 0.384  0.205
15 H 0.048 2.018 -0.421  0.203
16 H -0.038 -0.167 -2.381  0.218
17 H 2.405 0.904 1.020  0.218
18 H 1.335 1.648 -1.532  0.220
19 H -1.818 -1.195 -1.037  0.211


The structure with the least stability is <two>.